# C46H46N5O12

A 7-piece molecular cluster, C46H46N5O12 overall (the ωB97M-V functional and the def2-TZVPD basis, the OMol25 dataset).

Atoms and positions in Å:
H1 1.01150 -10.14196 8.85014
H2 -0.71087 0.04898 0.28106
C1 -2.20042 9.27521 0.10000
N1 0.91011 -3.00014 -0.97136
O1 3.10778 5.80604 -4.25419
H3 -1.21992 7.07948 2.62580
C2 -0.21076 7.34176 0.77778
H4 -1.32262 -1.11455 -3.83301
C3 2.86711 6.67977 -5.07589
C4 -3.41403 -0.83723 -0.37668
H5 0.75998 -5.17282 -0.80250
H6 -2.98932 9.99431 -0.08529
H7 -2.47610 -0.38852 -0.92032
C5 0.06518 -6.91296 9.62792
H8 0.62470 7.45694 -7.58476
H9 4.54420 7.95481 -4.49243
H10 4.05308 9.73721 -6.16224
C6 -4.23796 -1.27211 2.26719
O2 5.28069 6.96813 -2.20257
H11 -4.48554 -0.10783 2.17878
C7 -0.17050 8.04489 -0.51960
H12 -3.81573 -1.70191 -1.09527
H13 -5.25096 -1.82769 2.08027
H14 1.94290 -0.40642 2.23531
H15 1.11581 5.67454 -5.91494
N2 0.94331 -2.22436 1.52684
H16 4.15066 8.09870 -0.15608
C8 -2.99971 -2.38960 -4.41647
C9 0.86693 -0.76247 1.87775
C10 -1.23724 -7.24560 2.92880
H17 0.57815 6.62265 0.96307
H18 -1.19544 -5.26584 2.00274
H19 0.34933 1.33447 1.15870
H20 0.55928 2.30167 -0.79166
C11 -1.32426 -8.69143 2.64381
H21 1.42098 1.78466 -2.11574
C12 4.15913 4.96224 -1.68231
C13 -1.23587 9.03004 -0.79211
O3 -1.14947 -6.82788 4.07524
H22 2.57884 6.89749 1.35816
O4 -0.09501 -9.61960 6.56102
C14 0.39652 0.24214 0.67679
C15 -0.62822 -7.46036 7.33931
C16 2.69458 4.99698 0.28419
H23 -1.30754 -9.35520 3.49993
C17 3.70893 7.88830 -5.17883
C18 3.44551 8.84445 -6.07478
N3 -1.25796 -2.66017 0.27906
H24 -1.48186 -10.20424 1.16431
C19 1.57540 -4.31812 -0.64421
C20 2.35309 -2.76893 1.51160
H25 0.15441 -0.56872 2.81434
H26 -5.24212 -1.61243 -6.92534
H27 3.05103 3.27797 -1.01946
C21 3.88594 7.05879 -0.30553
H28 -1.36976 -6.11488 -0.33288
C22 -3.10757 -1.55251 1.06669
O5 2.06112 9.60571 -7.82300
H29 3.02485 -2.06406 0.86406
O6 -1.52783 -8.64221 -0.90819
H30 2.77777 -2.91542 2.59392
N4 1.48246 1.84698 -1.05572
C23 -4.40685 -1.54591 -6.23894
C24 4.50711 6.37969 -1.45973
C25 -2.15789 -1.18106 -4.51942
H31 -3.78276 -1.41898 3.33645
H32 -1.19125 9.53748 -1.74802
H33 1.11170 -8.49463 10.71634
H34 -1.09467 -7.22910 6.38918
H35 1.68901 -2.33254 -1.16110
H36 2.60072 0.14112 -0.23287
H37 -0.99447 -5.58178 8.25537
C26 3.31575 4.31787 -0.87001
C27 2.30178 8.73199 -7.00130
C28 -1.35304 -6.77866 0.52324
C29 1.45997 7.52345 -6.89835
C30 0.64524 -8.26337 9.76621
C31 2.23776 -4.30303 0.85566
O7 -3.12200 8.79730 2.21534
C32 -3.56504 -0.33738 -6.34188
O8 -3.80570 0.53635 -7.16358
C33 1.49673 0.38489 -0.56295
H38 1.12360 -0.25140 -1.47435
C34 -4.14344 -2.50206 -5.34299
H39 4.62285 4.47917 -2.53370
O9 0.71083 7.81966 -1.33756
H40 2.43698 -4.47581 -1.44978
O10 0.11203 -6.10414 10.54450
O11 1.92099 4.40854 1.02704
C35 0.59163 -9.14711 8.76498
C36 -1.17530 7.58693 1.66989
H41 3.27102 -4.85356 0.86173
C37 1.72339 6.56730 -6.00241
H42 -1.65818 -2.98236 -0.65387
C38 -2.42131 -0.22492 -5.41536
C39 0.14156 -2.60385 0.30672
C40 -0.57461 -6.57662 8.34054
H43 -1.81374 0.66785 -5.50283
C41 3.04256 6.41443 0.50678
H44 -4.75101 -3.39482 -5.25553
O12 -2.75904 -3.26333 -3.59477
N5 -2.03252 -2.34339 1.38387
C42 -1.44006 -8.22449 0.23825
C43 -2.24068 8.57208 1.39738
C44 -0.04816 -8.81077 7.47760
C45 -1.25937 -6.32313 1.77625
C46 -1.41793 -9.14695 1.39080
H45 1.51936 -4.90400 1.58461
H46 -4.21022 0.02594 -0.26864

Computed properties:
HOMO: -0.421 hartree
F_max: 0.0990 Eh/bohr
E: -2956.43944 a.u.
Net charge: +1

Atom charges from the Löwdin analysis, given in e for atoms 1 to 99: 0.12, 0.09, 0.03, 0.01, 0.09, 0.13, 0.02, 0.11, -0.36, -0.06, 0.12, 0.13, 0.07, -0.38, 0.12, 0.11, 0.13, -0.05, 0.09, 0.10, -0.37, 0.11, 0.10, 0.15, 0.12, -0.08, 0.13, -0.39, -0.18, -0.37, 0.08, 0.10, 0.13, 0.09, 0.04, 0.09, 0.01, 0.02, 0.10, 0.12, 0.09, -0.16, 0.02, -0.38, 0.13, 0.03, 0.03, 0.05, 0.13, -0.19, -0.14, 0.14, 0.13, 0.07, 0.04, 0.10, -0.22, 0.11, 0.13, 0.11, 0.15, -0.06, 0.03, -0.38, 0.01, 0.09, 0.12, 0.12, 0.09, 0.10, 0.12, 0.12, 0.01, -0.38, 0.01, 0.02, 0.02, -0.13, 0.11, -0.38, 0.12, -0.24, 0.10, 0.02, 0.12, 0.10, 0.15, 0.10, 0.06, 0.02, 0.03, 0.13, 0.02, 0.19, 0.03, -0.11, 0.02, 0.13, 0.00

***

# C5H14

A 2-piece molecular cluster, C5H14 overall (the ωB97M-V functional and the def2-TZVPD basis, the OMol25 dataset).

Atoms and positions in Å:
H1 -2.30906 -1.94718 1.65912
C1 1.01771 -0.41690 -0.41635
C2 1.92827 1.95177 -0.72589
C3 -1.74358 -1.75136 0.56328
H2 1.76848 -0.83679 -1.12301
C4 1.60434 0.91501 0.27131
H3 2.93498 1.81538 -1.25391
H4 -1.92375 -2.51928 -0.14048
H5 2.36133 0.50358 1.00948
H6 1.95898 2.88016 -0.12325
C5 -2.24368 -0.37410 0.16698
H7 -2.12387 0.43969 0.90215
H8 -0.00170 -0.36742 -0.87349
H9 0.64363 1.17158 0.93974
H10 -3.28346 -0.51823 0.46520
H11 1.01275 -1.13194 0.38560
H12 -0.71501 -1.58386 0.84298
H13 -2.11048 -0.15264 -0.90933
H14 1.22411 1.92252 -1.64013

Computed properties:
HOMO (alpha / beta): 0.056 / -0.252 hartree
F_max: 0.1008 Eh/bohr
E: -198.76088 a.u.
Energy relative to the best compared isomer or geometry (same formula, charge and spin): 45.0 kcal/mol
Net charge: -1
2S+1: 2

And the Löwdin charges, in e, turn out to be: 0.09, -0.19, -0.26, -0.30, 0.06, -0.41, 0.07, 0.02, 0.09, 0.05, -0.48, 0.01, 0.04, 0.10, -0.01, 0.02, -0.01, 0.03, 0.08

***

# C2H3P3

A single C2H3P3 molecule (the ωB97M-V functional and the def2-TZVPD basis, the OMol25 dataset).

Atoms and positions in Å:
H1 -1.59370 -0.09386 -2.81998
H2 -0.11419 2.20776 2.51313
P1 -0.41868 -1.01954 -0.93406
C1 -0.71708 -0.08097 -2.20574
C2 0.90835 -0.88674 0.18129
P2 1.01756 0.19369 1.57074
H3 1.47426 -1.80761 0.29795
P3 -0.55652 1.48726 1.39666

Computed properties:
HOMO (alpha / beta): -0.309 / -0.314 hartree
F_max: 0.0169 Eh/bohr
E: -1101.86715 a.u.
Energy relative to the best compared isomer or geometry (same formula, charge and spin): 99.4 kcal/mol
Net charge: 0

And the Löwdin charges, in e, turn out to be: -0.07, -0.25, 0.72, -0.28, -0.85, 0.40, -0.03, 0.35

***

# C33H30ClN5O2PPt

C33H30ClN5O2PPt as an isolated structure (the ωB97M-V functional and the def2-TZVPD basis, the OMol25 dataset).

Atoms and positions in Å:
H1 -1.57246 -3.39011 4.68603
H2 5.46587 -0.23155 0.18254
C1 0.47882 0.34787 -2.43656
C2 0.89119 -4.39590 -1.16425
C3 -2.43845 2.20976 -1.91988
H3 -5.72952 2.22844 2.22590
C4 4.50634 0.20426 0.40842
C5 1.38043 -0.01277 -3.52837
H4 0.54273 -3.92669 5.84217
H5 2.75158 -1.69170 2.94329
H6 -4.59470 3.84763 -1.57374
H7 -2.85924 1.80845 4.36795
C6 -5.07810 2.26777 1.36598
C7 -5.29379 3.16755 0.33310
H8 2.70415 -1.09127 -2.22404
H9 -2.45625 4.06656 -2.96182
H10 3.07605 3.21734 0.94411
H11 1.06949 1.76428 1.20068
N1 -1.41970 1.40111 -1.78769
C8 1.76861 -2.83320 4.47007
C9 -0.28885 -4.36631 -1.88983
C10 -4.43843 3.16194 -0.75801
C11 0.62161 -1.74185 2.66661
H12 -1.93428 2.68443 -3.91421
C12 1.11764 0.37842 -4.85460
C13 -1.19834 2.47441 3.38868
C14 -1.22738 -3.36739 -1.65580
C15 1.80633 -2.05046 3.32745
C16 -3.36392 2.26707 -0.79238
Cl1 -2.02773 -1.73692 2.35996
H13 -1.91794 2.92778 5.26861
C17 2.05122 1.33721 0.99167
H14 0.25436 0.99171 -5.06601
H15 -0.00691 3.80624 4.37966
C18 -0.93925 -2.38374 -0.73263
C19 4.39540 1.57953 0.56038
H16 -1.67611 -1.58324 -0.52942
H17 1.60492 -5.18645 -1.33721
C20 0.27393 -2.37604 -0.04347
C21 -0.59425 -2.20444 3.18575
C22 1.17486 -3.41818 -0.22413
H18 3.72898 -1.13548 -6.37660
C23 3.16106 2.14606 0.84851
H19 -3.65290 2.90358 -3.53668
Pt1 -1.17921 0.48861 0.35726
N2 -2.04074 2.38851 4.42826
C24 -0.63384 -3.00606 4.31296
H20 2.69156 -3.07001 4.97580
H21 3.49958 -1.68026 0.39324
O1 -1.43654 1.82658 2.34716
P1 0.59019 -0.94671 1.04498
C25 3.34289 -1.20389 -4.26738
N3 -0.12220 3.25637 3.54527
H22 -6.11459 3.86989 0.37060
H23 2.08129 -3.47144 0.35921
H24 4.20994 -1.81393 -4.06141
N4 -0.57825 1.13497 -2.72917
H25 0.51225 3.42637 2.78497
O2 0.65256 -0.06354 -1.26728
C26 -2.63892 3.00768 -3.15243
H26 -2.16698 -3.36879 -2.18772
C27 2.16305 -0.05135 0.84640
H27 -3.79286 0.67678 2.04757
N5 -3.16757 1.40958 0.23508
C28 3.39550 -0.61551 0.53496
C29 1.95326 -0.03795 -5.87087
H28 1.75350 0.23622 -6.89489
C30 3.06806 -0.82055 -5.58247
H29 -0.49402 -5.12596 -2.63052
H30 5.26327 2.20952 0.44629
C31 2.50785 -0.80368 -3.24634
C32 -3.99440 1.39768 1.26543
C33 0.55831 -3.31483 4.95483

Computed properties:
HOMO (alpha / beta): -0.611 / -0.610 hartree
F_max: 0.0493 Eh/bohr
E: -2619.59951 a.u.
Energy relative to the best compared isomer or geometry (same formula, charge and spin): 18.1 kcal/mol
Net charge: +3
2S+1: 5

And the Löwdin charges, in e, turn out to be: 0.13, 0.12, -0.33, -0.03, -0.17, 0.14, -0.03, -0.12, 0.13, 0.11, 0.13, 0.12, 0.03, 0.03, 0.11, 0.13, 0.12, 0.05, 0.00, -0.03, -0.03, 0.06, -0.35, 0.09, 0.02, -0.61, -0.04, -0.05, -0.19, 0.77, 0.13, -0.12, 0.12, 0.13, -0.16, -0.03, 0.05, 0.12, -0.36, -0.63, -0.05, 0.13, -0.05, 0.12, 1.23, 0.21, -0.06, 0.13, 0.11, -0.13, 1.00, -0.02, 0.21, 0.14, 0.11, 0.12, 0.17, 0.11, -0.10, 0.03, 0.12, -0.36, 0.10, -0.03, -0.08, -0.02, 0.13, 0.01, 0.13, 0.12, 0.02, -0.10, -0.01